A molecular structure, C48H88ClN3O11S at a distorted geometry, computed with ωB97M-V/def2-TZVPD.

XYZ file:
```
152
C48H88ClN3O11S ωB97M-V/def2-TZVPD
C -4.31 -2.72 -3.88
C -3.94 -4.17 -3.52
C -2.47 -4.35 -3.16
C -1.95 -3.36 -2.11
C -0.41 -3.40 -2.03
C 0.25 -2.02 -1.87
C 0.42 -1.54 -0.43
C -0.90 -1.08 0.18
C -1.62 -1.94 1.10
C -1.05 -3.28 1.47
C -0.52 -3.30 2.90
C 0.62 -2.30 3.14
Cl 0.11 -4.97 3.20
C -2.83 -1.55 1.63
C -3.66 -2.38 2.55
C -3.66 -1.87 3.98
O -2.80 -1.16 4.40
N -4.74 -2.28 4.84
C -5.97 -1.58 4.47
C -4.96 -3.72 4.76
C -3.31 -0.27 1.29
N -4.45 0.28 1.75
S -4.56 1.72 1.10
N -3.22 1.75 0.21
C -2.62 0.58 0.42
C -1.38 0.16 -0.16
C -0.73 1.12 -1.12
C -0.45 2.48 -0.51
C 0.19 2.56 0.72
C 0.50 3.78 1.30
C 0.16 4.96 0.65
C -0.48 4.89 -0.58
C -0.79 3.66 -1.17
C -1.51 3.67 -2.50
H -4.76 -2.22 -3.02
H -5.06 -2.73 -4.67
H -3.46 -2.16 -4.26
H -4.59 -4.57 -2.76
H -4.13 -4.77 -4.41
H -2.32 -5.35 -2.75
H -1.86 -4.25 -4.06
H -2.34 -3.65 -1.14
H -2.25 -2.34 -2.35
H -0.10 -4.07 -1.24
H -0.01 -3.84 -2.94
H 1.21 -2.03 -2.39
H -0.37 -1.30 -2.41
H 1.09 -0.69 -0.40
H 0.91 -2.29 0.18
H -1.81 -4.05 1.36
H -0.24 -3.58 0.83
H -1.30 -3.13 3.63
H 1.56 -2.83 3.00
H 0.58 -1.91 4.14
H 0.61 -1.50 2.41
H -3.38 -3.42 2.55
H -4.70 -2.36 2.21
H -6.41 -1.96 3.55
H -6.71 -1.72 5.26
H -5.81 -0.52 4.35
H -5.65 -4.00 5.55
H -5.43 -4.03 3.82
H -4.04 -4.28 4.87
H 0.19 0.74 -1.54
H -1.41 1.25 -1.96
H 0.45 1.62 1.20
H 1.01 3.84 2.25
H 0.38 5.93 1.07
H -0.73 5.80 -1.11
H -2.55 3.39 -2.34
H -1.50 4.67 -2.93
H -1.06 3.00 -3.22
C 3.43 2.67 -0.61
O 4.63 2.25 -1.24
C 5.30 3.29 -1.94
C 6.48 3.81 -1.15
O 6.07 4.47 0.04
C 6.24 3.68 1.20
H 3.09 1.87 0.04
H 3.59 3.56 0.00
H 2.65 2.88 -1.35
H 4.61 4.10 -2.17
H 5.66 2.87 -2.88
H 7.01 4.54 -1.76
H 7.17 2.99 -0.92
H 7.30 3.58 1.44
H 5.81 2.68 1.07
H 5.73 4.17 2.02
C 11.35 -1.23 1.01
O 10.66 -1.40 -0.21
C 9.25 -1.47 -0.06
C 8.58 -0.16 -0.43
O 8.93 0.88 0.47
C 9.91 1.76 -0.05
H 12.39 -1.02 0.77
H 10.94 -0.40 1.59
H 11.31 -2.15 1.61
H 8.99 -1.74 0.97
H 8.88 -2.26 -0.72
H 7.50 -0.29 -0.38
H 8.84 0.11 -1.46
H 9.48 2.38 -0.84
H 10.77 1.21 -0.45
H 10.24 2.41 0.76
C -8.34 5.90 3.57
O -8.00 4.62 4.07
C -6.92 4.01 3.37
C -5.62 4.12 4.15
O -5.18 5.46 4.24
C -5.44 6.05 5.50
H -9.04 6.35 4.27
H -7.46 6.54 3.48
H -8.82 5.81 2.59
H -6.81 4.45 2.38
H -7.17 2.95 3.25
H -4.85 3.56 3.61
H -5.73 3.67 5.14
H -4.78 5.63 6.27
H -6.48 5.91 5.81
H -5.24 7.12 5.42
C 2.29 -6.94 1.11
O 2.74 -8.13 0.49
C 4.10 -8.42 0.76
C 4.23 -9.50 1.82
O 3.77 -9.05 3.08
C 2.48 -9.52 3.41
H 1.20 -6.89 0.99
H 2.53 -6.92 2.17
H 2.73 -6.06 0.62
H 4.63 -7.52 1.07
H 4.55 -8.78 -0.17
H 5.29 -9.75 1.93
H 3.70 -10.40 1.51
H 2.51 -10.59 3.64
H 1.77 -9.35 2.60
H 2.14 -8.98 4.29
C -3.81 6.70 -7.70
O -3.27 5.61 -8.43
C -1.89 5.40 -8.20
C -1.64 4.25 -7.24
O -2.12 4.54 -5.94
C -3.36 3.93 -5.64
H -4.89 6.67 -7.81
H -3.55 6.64 -6.64
H -3.44 7.65 -8.11
H -1.42 6.31 -7.81
H -1.42 5.17 -9.16
H -0.57 4.08 -7.17
H -2.11 3.34 -7.63
H -3.23 2.85 -5.51
H -4.10 4.11 -6.43
H -3.73 4.35 -4.71
```

Computed properties:
total charge = 0
HOMO-LUMO gap = 7.98 eV
E_HOMO = -8.5643 eV

A molecular structure, C48H90F24N9O16S8 at a distorted geometry, computed with ωB97M-V/def2-TZVPD.

XYZ file:
```
195
C48H90F24N9O16S8 ωB97M-V/def2-TZVPD
C 10.90 18.34 15.62
C 11.88 18.16 14.47
C 12.08 19.37 13.65
N 13.27 19.38 12.68
C 14.53 19.64 13.35
C 13.02 20.43 11.62
C 13.97 20.07 10.46
C 14.22 18.51 10.65
C 13.38 18.17 11.83
H 9.85 18.48 15.37
H 11.25 19.20 16.20
H 10.93 17.55 16.40
H 11.57 17.34 13.84
H 12.85 17.89 14.97
H 12.23 20.16 14.40
H 11.27 19.66 13.00
H 14.76 18.89 14.11
H 14.51 20.64 13.82
H 15.31 19.57 12.59
H 13.29 21.31 12.14
H 11.98 20.31 11.38
H 14.86 20.69 10.40
H 13.57 20.28 9.45
H 15.27 18.30 10.84
H 14.03 17.92 9.76
H 13.71 17.28 12.40
H 12.35 17.94 11.43
C 13.78 17.72 18.76
C 14.23 16.36 19.41
C 13.68 15.29 18.48
N 13.92 13.86 18.82
C 15.30 13.68 19.42
C 13.62 13.07 17.59
C 12.07 13.17 17.58
C 11.57 13.20 19.02
C 12.91 13.37 19.79
H 14.02 17.55 17.71
H 14.39 18.55 19.21
H 12.72 17.92 18.95
H 13.75 16.42 20.38
H 15.28 16.21 19.51
H 13.98 15.38 17.43
H 12.58 15.43 18.47
H 16.10 13.96 18.71
H 15.52 12.65 19.75
H 15.26 14.32 20.31
H 13.85 12.01 17.78
H 14.17 13.31 16.68
H 11.74 12.39 16.87
H 11.82 14.09 17.06
H 10.95 12.37 19.31
H 10.97 14.09 19.16
H 13.29 12.46 20.26
H 12.89 14.10 20.59
C 13.16 15.14 26.56
C 12.62 16.05 25.52
C 13.52 17.26 25.31
N 13.14 18.16 24.18
C 13.33 17.56 22.77
C 14.06 19.30 24.20
C 13.40 20.41 23.37
C 11.89 20.23 23.63
C 11.79 18.82 24.22
H 12.41 14.35 26.69
H 13.30 15.52 27.60
H 14.06 14.66 26.28
H 11.61 16.43 25.74
H 12.57 15.55 24.53
H 14.60 16.97 25.19
H 13.48 17.87 26.22
H 13.55 18.38 22.10
H 12.35 17.09 22.50
H 14.11 16.77 22.82
H 15.07 18.96 23.93
H 14.10 19.68 25.21
H 13.59 20.23 22.29
H 13.86 21.39 23.62
H 11.32 20.23 22.73
H 11.51 21.03 24.29
H 11.11 18.26 23.64
H 11.40 18.83 25.27
C 19.50 12.47 20.42
C 20.27 11.40 21.24
C 20.16 11.82 22.75
N 20.75 10.78 23.73
C 22.13 10.40 23.32
C 19.99 9.48 23.96
C 19.07 9.69 25.24
C 19.31 11.14 25.62
C 20.69 11.47 25.10
H 18.43 12.34 20.54
H 19.77 12.26 19.42
H 19.90 13.39 20.78
H 21.29 11.36 20.86
H 19.76 10.48 21.19
H 19.11 12.02 23.01
H 20.86 12.65 22.85
H 22.05 9.79 22.43
H 22.61 9.87 24.13
H 22.78 11.21 22.93
H 20.70 8.64 24.11
H 19.33 9.24 23.11
H 19.39 9.01 26.01
H 18.07 9.55 24.87
H 19.27 11.31 26.71
H 18.50 11.75 25.21
H 21.39 10.89 25.75
H 21.01 12.51 24.98
C 16.52 10.69 11.91
C 16.29 10.55 13.37
C 17.45 10.81 14.25
N 17.18 10.65 15.74
C 16.14 11.45 16.43
C 18.48 10.88 16.46
C 18.41 10.04 17.70
C 17.81 8.74 17.13
C 16.88 9.20 16.07
H 15.56 10.74 11.42
H 16.98 9.85 11.40
H 17.00 11.64 11.69
H 15.75 9.60 13.49
H 15.61 11.39 13.56
H 17.84 11.81 14.12
H 18.20 10.04 14.09
H 15.16 11.40 15.91
H 16.49 12.51 16.27
H 16.04 11.17 17.50
H 18.57 11.96 16.63
H 19.33 10.52 15.84
H 17.76 10.46 18.49
H 19.42 9.89 18.16
H 17.38 8.06 17.87
H 18.60 8.19 16.62
H 15.88 9.29 16.47
H 16.83 8.60 15.16
C 13.26 8.96 20.58
F 13.11 8.46 21.80
F 12.87 8.09 19.69
F 12.52 10.10 20.57
S 15.06 9.37 20.09
O 15.87 8.18 20.18
O 14.91 9.97 18.78
N 15.36 10.51 21.13
S 16.29 10.01 22.42
O 15.92 8.78 22.96
O 17.65 10.34 22.34
C 15.69 11.27 23.61
F 16.29 10.93 24.72
F 16.13 12.55 23.37
F 14.37 11.30 23.88
C 10.30 13.60 23.08
F 10.22 14.47 24.17
F 11.62 13.57 22.80
F 10.01 12.32 23.37
S 8.97 13.99 21.79
O 9.31 13.18 20.67
O 7.72 13.66 22.39
N 9.08 15.52 21.58
S 9.83 16.15 20.29
O 11.23 16.21 20.53
O 9.45 15.92 18.96
C 9.31 17.85 20.62
F 9.63 18.52 19.48
F 8.06 17.99 20.89
F 10.03 18.42 21.61
C 17.01 16.63 16.02
F 18.18 16.96 16.54
F 16.05 16.46 17.00
F 16.50 17.68 15.38
S 17.30 15.09 15.05
O 17.95 15.51 13.81
O 18.17 14.28 15.91
N 15.91 14.41 14.96
S 15.06 14.68 13.57
O 14.91 16.11 13.35
O 15.44 13.84 12.50
C 13.43 14.08 13.97
F 13.40 12.87 14.55
F 12.81 15.02 14.84
F 12.70 14.07 12.90
C 17.95 19.63 22.33
F 17.85 19.31 23.68
F 17.54 20.83 22.14
F 19.21 19.51 22.15
S 16.78 18.60 21.25
O 15.46 19.17 21.35
O 17.35 18.49 19.98
N 16.49 17.25 21.96
S 17.57 16.12 22.24
O 17.12 14.93 21.61
O 18.91 16.52 22.19
C 17.30 15.82 23.97
F 16.14 15.23 24.27
F 18.24 14.89 24.30
F 17.45 16.84 24.77
```

Computed properties:
total charge = +1
HOMO-LUMO gap = 9.54 eV
E_HOMO = -11.0342 eV

no.,E (eV)
1,-101548.2727
2,-249295.4423